Molecular formula: C16H25NO3
Method: DFT, ωB97M-V/def2-TZVPD

```
45
Properties=species:S:1:pos:R:3:forces:R:3:mulliken_charge:R:1
C -2.552 2.869 2.361 0.1504 0.2112 0.0469 -1.298
C -1.230 3.617 2.237 -0.0074 -0.2518 -0.1566 -0.471
C -0.223 2.844 1.390 0.2758 0.3508 0.0110 -0.162
C 1.099 3.608 1.261 -0.3038 -0.0575 0.1711 -0.777
O 2.121 2.885 0.615 0.2769 -0.1695 -0.0688 -0.295
C 1.963 2.750 -0.782 0.0637 -0.0121 -0.3471 -0.491
C 3.237 2.146 -1.375 -0.2637 -0.0586 0.3874 -0.754
C 3.708 0.918 -0.583 0.2072 0.1785 -0.2226 -0.880
N 2.635 -0.002 -0.298 -0.0501 0.1506 0.2519 -0.059
C 2.327 -1.040 -1.112 -0.0095 0.0379 0.2120 0.339
O 2.995 -1.323 -2.092 0.0434 -0.0160 -0.2484 -0.685
C 1.121 -1.823 -0.720 -0.1743 -0.2557 -0.1619 0.235
C 0.602 -1.859 0.573 -0.0006 -0.0146 -0.1793 -0.414
C -0.513 -2.616 0.856 -0.2211 -0.1248 -0.0168 -0.817
C -1.148 -3.361 -0.142 0.1869 0.1564 0.1350 0.926
O -2.229 -4.074 0.268 0.1943 0.1984 0.1664 -0.461
C -2.975 -4.830 -0.665 -0.3210 -0.1338 -0.3338 -0.433
C -3.911 -3.968 -1.507 0.3137 -0.0909 0.2715 -1.033
C -0.626 -3.338 -1.432 -0.2669 -0.2118 0.0366 -0.102
C 0.498 -2.582 -1.704 0.2116 0.2066 0.1362 -1.005
H -3.254 3.434 2.970 -0.1346 -0.0174 0.0481 0.391
H -2.399 1.898 2.826 -0.0347 -0.1224 0.0429 0.319
H -2.996 2.713 1.381 -0.0838 -0.0477 -0.0830 0.328
H -0.812 3.785 3.232 0.0289 0.0877 0.0228 0.334
H -1.406 4.595 1.784 0.0278 0.0741 0.0499 0.352
H -0.647 2.668 0.400 -0.0233 -0.0761 -0.0222 0.300
H -0.025 1.873 1.850 0.0124 -0.0816 -0.0173 0.154
H 1.496 3.823 2.257 -0.1001 0.0768 -0.0594 0.321
H 0.925 4.563 0.741 0.0415 -0.0438 0.0593 0.350
H 1.769 3.734 -1.236 -0.0278 -0.0956 0.0485 0.473
H 1.107 2.099 -1.013 0.0728 0.0918 0.0253 0.253
H 3.031 1.863 -2.408 0.0213 0.0222 -0.0556 0.349
H 4.036 2.886 -1.366 0.0404 0.0522 -0.0644 0.380
H 4.137 1.243 0.366 0.0285 -0.0651 -0.1027 0.341
H 4.458 0.376 -1.163 -0.0174 0.0823 0.1575 0.398
H 1.983 0.295 0.409 -0.0575 -0.1131 -0.0575 0.232
H 1.082 -1.321 1.378 0.0409 0.0421 0.0787 0.485
H -0.917 -2.660 1.856 -0.0350 -0.0101 0.1128 0.428
H -3.561 -5.518 -0.048 0.1286 0.0350 -0.1290 0.313
H -2.309 -5.423 -1.304 -0.0349 0.0196 0.1145 0.346
H -4.499 -4.601 -2.166 -0.0759 -0.0501 -0.0944 0.351
H -4.584 -3.414 -0.857 -0.0791 0.0414 0.0292 0.302
H -3.351 -3.256 -2.107 -0.0066 0.0541 -0.0846 0.339
H -1.075 -3.908 -2.230 -0.0808 -0.0453 -0.0430 0.363
H 0.916 -2.568 -2.699 0.0425 -0.0040 -0.0667 0.435
```
Positions in Å, forces in eV/Å.

Output
electronic energy: -905.155009 Eh
gap between HOMO and LUMO: 9.32 eV
SMILES string: CCCCOCCCNC(=O)c1ccc(OCC)cc1
HOMO energy: -0.31447 hartree



Molecular formula: C16H25O3S2
Method: DFT, ωB97M-V/def2-TZVPD

```
46
Properties=species:S:1:pos:R:3:forces:R:3:mulliken_charge:R:1
O 1.646 -1.045 0.310 -2.0419 1.8293 1.3032 -0.891
H 0.859 -0.514 0.731 2.0973 -1.4607 -1.1215 -0.078
C 0.801 2.184 -1.558 1.0905 -1.1754 1.0324 -0.874
S 1.393 0.614 -2.253 -0.8238 -0.7689 -1.4719 0.885
O 0.945 0.436 -3.707 0.7280 0.8681 1.3026 -0.710
C 3.112 1.033 -2.274 1.4501 -2.7681 3.2114 -1.290
H 1.249 3.093 -1.837 0.8525 1.0561 -0.9939 0.466
H 1.077 2.039 -0.499 -0.6426 -0.0053 -0.1538 0.048
H -0.233 2.230 -1.755 -1.2870 -0.1065 0.1247 0.293
H 3.799 0.203 -2.500 -0.9095 -0.4522 0.0327 0.318
H 3.570 1.408 -1.344 -1.0310 -0.4449 0.5110 0.227
H 3.456 1.735 -2.871 0.5124 3.7179 -3.7885 0.587
C 4.961 0.570 2.201 -4.0988 6.5427 3.4586 -0.964
S 3.513 -0.213 2.917 0.0656 -0.0223 3.0852 0.676
O 3.937 -0.449 4.412 -0.2155 0.0738 -2.3151 -0.741
C 2.445 1.250 3.217 -3.9999 -6.6892 -1.7341 -0.839
H 4.966 0.733 1.211 -0.4846 0.3887 -3.6274 0.302
H 5.752 0.099 2.482 4.8145 -3.4355 1.8622 0.474
H 5.101 1.723 2.769 -0.4541 -3.2024 -1.6046 0.175
H 1.919 1.492 2.353 -0.5133 0.8174 -1.8859 0.076
H 2.950 1.943 3.635 3.4940 4.7732 2.9754 0.595
H 1.613 0.814 3.854 1.2915 0.5235 -0.2946 0.219
C -0.887 -1.990 -2.079 -7.6852 -2.2281 -4.5394 -0.840
C -2.392 -1.912 -1.487 3.8402 -0.8355 -7.9339 -0.858
C -3.476 -2.008 -2.441 14.0797 -2.7278 -1.7765 -0.880
C -3.120 -2.367 -3.740 -2.5298 0.3143 -5.0648 -0.209
C -1.897 -2.559 -4.353 4.9285 -1.3128 2.9387 -0.326
C -0.666 -2.409 -3.456 -3.7873 0.9376 1.1504 -0.350
H -0.106 -1.782 -1.537 4.1130 0.9252 3.5851 1.297
H -2.477 -1.902 -0.491 -0.5455 0.6421 3.5978 0.742
H -4.258 -1.767 -2.090 -11.1432 2.5981 3.8238 0.798
H -3.913 -2.374 -4.652 0.9865 -0.1329 2.6619 0.098
H -1.545 -3.091 -5.320 -1.7861 1.3925 1.2627 0.242
H 0.330 -2.595 -3.879 -0.4590 0.3788 0.4277 0.323
C -3.856 0.600 3.174 0.1317 -0.7338 2.5664 -0.175
C -2.587 -0.176 3.364 -0.4332 0.7417 -1.1518 -0.437
C -1.612 -0.358 2.377 -3.8475 2.7158 -0.9157 -0.472
C -1.912 0.365 1.148 0.8565 -0.9189 0.3127 -0.177
C -3.086 1.034 0.935 -1.7063 1.2870 1.6688 -0.138
C -4.170 1.227 1.994 1.6939 -1.4078 -1.8365 -0.586
H -4.626 0.710 4.096 2.0236 -0.5061 -2.2097 0.157
H -2.283 -0.665 4.270 -0.8152 0.0459 0.7558 0.335
H -0.786 -0.971 2.565 1.2868 -0.5965 -0.0985 0.662
H -1.222 0.403 0.281 -0.1864 -0.3800 0.8429 0.177
H -3.062 1.574 -0.007 -0.8097 -0.0267 0.0342 0.369
H -5.221 1.635 1.834 1.8997 -0.2314 -0.0102 0.293
```
Positions in Å, forces in eV/Å.

Output
electronic energy: -1646.406329 Eh
gap between HOMO and LUMO: 6.25 eV
total charge: -1
HOMO energy: -0.12579 hartree



Molecular formula: C16H26BrF3N3O10P
Method: DFT, ωB97M-V/def2-TZVPD

```
60
Properties=species:S:1:pos:R:3:forces:R:3:mulliken_charge:R:1
C -2.308 2.780 -3.717 0.0143 0.8979 -0.4868 -0.795
N -1.334 1.724 -3.346 -0.8133 0.6855 0.7465 -0.252
C -1.875 0.718 -2.429 -0.0781 -0.6173 -0.0516 -1.621
C -1.332 0.863 -0.955 -0.3841 0.4484 -0.4802 1.513
C -1.707 2.268 -0.519 1.0922 -3.4908 -0.6952 -0.547
N -2.055 3.240 -0.062 -0.7828 2.1948 0.6612 -0.422
C 0.200 0.541 -0.807 1.1428 -1.6114 0.8655 0.565
C 0.836 -0.045 -2.038 -1.9721 1.6899 2.7919 0.022
N 1.149 -0.300 -3.095 1.1098 -0.8489 -1.9905 -0.454
P 1.270 2.024 -0.290 0.9245 1.9792 -0.4834 0.176
O 2.867 1.512 -0.227 -1.7791 -0.8080 -0.2180 -0.438
Br 0.784 2.535 1.863 0.1621 -0.8787 -0.5358 -0.168
C -2.085 -0.157 -0.047 0.2811 0.4264 -0.1684 0.464
F -1.732 -0.049 1.242 -0.2891 0.7174 -0.7253 -0.224
F -3.407 -0.028 -0.101 -0.0195 0.0235 -0.1812 -0.276
F -1.760 -1.400 -0.452 -0.1350 0.1341 0.0975 -0.240
H -2.353 2.899 -4.820 -0.0471 -0.2390 0.5864 0.287
H -1.997 3.775 -3.324 -0.1894 -0.6274 -0.1326 0.300
H -3.335 2.608 -3.345 0.5470 -0.1538 -0.1294 0.278
H -0.559 2.225 -2.908 -0.0099 -0.4817 -0.2295 0.339
H -2.982 0.763 -2.340 0.6535 0.2810 -0.2421 0.479
H -1.666 -0.295 -2.840 0.1335 0.4946 0.5883 0.373
H 0.322 -0.225 -0.006 -0.1422 0.4089 -0.4692 0.253
H 2.964 0.639 -0.654 0.2384 0.2473 0.2979 0.334
C 5.604 4.263 -0.159 0.0327 -0.2340 -0.2568 -0.586
O 5.860 5.260 0.831 -0.0648 0.0834 0.1239 -0.318
C 4.838 5.475 1.665 0.0971 0.0290 -0.0150 0.790
O 3.774 4.912 1.638 0.1142 0.0848 0.0144 -0.515
O 5.204 6.422 2.536 0.0271 -0.1059 -0.1343 -0.334
C 4.200 6.755 3.494 -0.1776 0.1362 0.2577 -0.610
H 6.499 4.178 -0.772 0.0537 0.1761 0.1619 0.235
H 5.406 3.298 0.307 -0.1527 0.0833 -0.0097 0.260
H 4.770 4.558 -0.796 -0.0589 -0.0755 0.1286 0.285
H 3.948 5.888 4.104 -0.0860 -0.0026 -0.1324 0.288
H 3.311 7.147 3.001 -0.0082 -0.1576 0.0045 0.287
H 4.611 7.528 4.140 0.1760 -0.0477 -0.1567 0.213
C -2.929 -4.416 -0.432 0.2190 0.0300 0.2547 -0.296
O -4.088 -4.758 -1.193 -0.0606 -0.0445 -0.1395 -0.325
C -3.832 -5.073 -2.468 -0.0797 -0.0067 0.0302 0.779
O -2.746 -5.086 -2.989 -0.1764 0.0153 0.0855 -0.538
O -4.993 -5.371 -3.062 0.0999 0.0526 0.1368 -0.327
C -4.871 -5.729 -4.438 -0.0622 -0.0977 -0.3249 -0.627
H -3.259 -4.180 0.578 -0.2156 -0.0597 -0.1164 0.231
H -2.237 -5.257 -0.385 0.0187 0.0738 -0.1239 0.337
H -2.440 -3.541 -0.852 0.0476 -0.1716 -0.1029 0.009
H -4.255 -6.621 -4.551 0.0921 0.1279 0.0052 0.292
H -4.457 -4.902 -5.016 0.1174 -0.0848 0.0617 0.292
H -5.871 -5.946 -4.807 -0.0318 0.0591 0.2317 0.219
C 2.624 -4.081 4.424 0.3165 -0.1223 0.0683 -0.622
O 1.210 -3.900 4.340 -0.1001 0.1288 -0.0683 -0.334
C 0.837 -2.763 3.743 -0.0735 -0.0701 0.0426 0.776
O 1.577 -1.924 3.293 -0.1167 -0.1519 0.0265 -0.544
O -0.498 -2.720 3.730 0.1158 -0.0681 0.1535 -0.341
C -1.037 -1.545 3.117 0.0146 -0.1896 0.3876 -0.393
H 2.799 -5.032 4.924 -0.2395 0.0212 -0.0102 0.218
H 3.067 -4.122 3.429 -0.0127 0.1465 0.0452 0.293
H 3.079 -3.286 5.014 -0.0153 0.0467 -0.1490 0.291
H -0.730 -1.492 2.085 0.3524 -0.2388 0.1572 0.052
H -0.724 -0.653 3.660 0.1004 -0.0077 -0.1490 0.326
H -2.121 -1.620 3.161 0.0797 -0.2299 0.0957 0.287
```
Positions in Å, forces in eV/Å.

Output
electronic energy: -4756.901941 Eh
gap between HOMO and LUMO: 9.42 eV
SMILES string: CNC[C@](C#N)([C@@H](C#N)P(O)Br)C(F)(F)F.COC(=O)OC.COC(=O)OC.COC(=O)OC
HOMO energy: -0.34473 hartree



Molecular formula: C16H26Cl3GeN4O6Pm
Method: DFT, ωB97M-V/def2-TZVPD

```
57
Properties=species:S:1:pos:R:3:forces:R:3:mulliken_charge:R:1
Pm -9.194 13.255 7.925 -1.0026 -0.7512 1.2390 1.399
O -12.085 15.827 10.608 0.3316 0.7028 0.4952 -0.448
C -11.497 15.169 9.659 0.8973 -1.1433 -1.6172 0.413
O -10.284 15.037 9.500 -0.4975 0.4017 0.5130 -0.455
C -12.446 14.569 8.662 -0.6082 0.1250 1.2811 -0.464
O -11.688 13.912 7.697 -0.2473 -0.1757 -0.3775 -0.052
C -12.413 13.472 6.515 0.7523 0.0110 0.7709 -0.431
C -11.493 12.485 5.773 -1.3529 0.7665 0.3848 0.133
O -11.866 12.235 4.648 0.8557 -0.5936 -0.2189 -0.653
O -10.464 12.110 6.452 0.2966 -0.2269 -0.7367 -0.354
H -11.398 16.325 11.085 -0.1872 -0.1327 0.3109 0.419
H -13.026 15.408 8.282 -0.1768 0.0664 -0.4086 0.395
H -13.145 13.929 9.253 0.3808 -0.0172 -0.6265 0.281
H -12.624 14.312 5.884 0.1667 0.6671 -0.4388 0.382
H -13.386 13.076 6.765 -0.1016 -0.6084 0.3333 0.513
C -7.866 16.878 7.826 0.1958 1.2433 1.3657 -1.129
C -7.049 16.039 8.742 -1.3913 -0.6566 -0.8825 0.329
C -5.880 16.387 9.424 0.5889 -0.9167 1.1629 -0.813
C -5.613 15.325 10.269 0.6524 1.7088 -0.3963 -0.833
C -6.611 14.341 10.016 0.3084 -0.4007 0.3578 0.665
C -6.677 13.037 10.739 -1.2789 0.1746 -0.4243 -0.980
N -7.438 14.755 9.044 -0.1675 -0.0180 0.1560 0.360
H -8.309 17.780 8.350 0.3338 -1.1103 -0.2251 0.329
H -8.643 16.340 7.337 -0.5552 -0.4074 -0.3492 0.049
H -7.222 17.339 7.110 0.4923 0.2175 -0.8059 0.453
H -5.324 17.285 9.303 0.2321 0.5507 0.0531 0.549
H -4.793 15.305 10.976 -0.1828 -0.3270 -0.0256 0.459
H -7.522 13.035 11.477 0.6758 0.0822 -0.4813 0.264
H -5.739 12.850 11.253 -0.0687 -0.2251 -0.0808 0.409
H -6.938 12.264 9.994 0.3631 -0.0681 0.4688 0.152
C -6.146 14.251 4.419 0.8359 -0.6333 -0.3386 -1.060
N -7.447 13.835 3.945 -0.7884 0.0425 1.2225 0.111
C -7.383 13.219 2.629 0.4721 0.2339 -0.6687 -0.908
C -8.502 13.812 4.772 1.3921 -1.2470 -0.4656 0.335
O -8.449 14.149 5.992 0.3434 0.6118 -1.5654 -0.539
H -6.191 15.045 5.139 -0.0775 0.0016 0.5422 0.281
H -5.597 14.599 3.567 0.1814 0.6009 -0.5555 0.432
H -5.535 13.372 4.711 -0.5894 0.4147 0.5246 0.324
H -6.575 12.480 2.571 -0.2303 -0.0685 0.4833 0.360
H -7.093 13.957 1.871 -0.3300 0.1237 0.2507 0.330
H -8.297 12.751 2.331 -0.6515 -0.1916 0.0396 0.342
H -9.371 13.282 4.384 -0.3261 0.3620 -0.1715 0.187
C -8.622 8.820 10.127 1.0275 -0.1806 0.4589 -0.871
N -8.734 9.047 8.680 1.3147 0.5978 0.8548 0.277
C -9.054 7.912 7.853 -1.3279 0.8829 -1.0731 -1.095
C -8.159 10.103 8.175 -1.4796 -2.0101 0.7808 0.534
N -7.773 11.069 7.695 0.9535 2.3928 -0.7511 -0.651
H -9.593 8.728 10.587 -0.3578 0.0380 -0.0352 0.297
H -8.091 9.673 10.594 -0.3034 -0.5864 -0.2567 0.216
H -8.058 7.872 10.298 -0.2553 0.7416 -0.0830 0.393
H -8.949 7.029 8.444 -0.2212 -0.6185 0.0894 0.322
H -8.474 7.879 6.957 0.9671 -0.1600 -0.3336 0.417
H -10.053 8.116 7.462 -0.3048 -0.8438 0.3713 0.346
Cl -13.446 11.429 10.681 -0.0602 -0.0875 -0.3421 -0.381
Ge -12.470 10.515 8.865 0.0119 0.3097 0.4628 0.547
Cl -10.176 11.639 9.955 -0.0121 0.2870 -0.2512 -0.495
Cl -12.255 8.449 9.631 0.1106 0.0475 0.0131 -0.395
```
Positions in Å, forces in eV/Å.

Output
electronic energy: -5361.635797 Eh
gap between HOMO and LUMO (spin up / spin down): 8.82 / 6.29 eV
⟨S²⟩: 8.764
total charge: +1
multiplicity: 6
HOMO energy (spin up / spin down): -0.41023 / -0.41027 hartree